ORCA calculation (ωB97M-V/def2-TZVPD) on an isolated ion of composition C6H8N3O2 and charge +1 in a non-equilibrium geometry.

Properties
charge: +1
energy above the lowest of the compared OMol25 structures with the same formula, charge and spin: 21.5 kcal/mol
gap between HOMO and LUMO: 7.6 eV
HOMO energy: -12.72 eV
SMILES string: O=C1N[C@]2(O)C=CNCC2=[NH+]1
LUMO energy: -5.08 eV

XYZ file:
```
19
C6H8N3O2, DFT ωB97M-V/def2-TZVPD
H 0.39 2.52 0.26
H 0.57 1.76 -1.32
C -0.78 -0.77 -0.30
O -0.78 -0.95 -1.70
N -1.99 -1.11 0.25
C 0.36 1.57 -0.20
H 2.18 1.31 0.67
O -4.05 -0.12 0.59
H -0.71 -1.98 -1.95
C -2.94 -0.14 0.30
C 0.42 -1.58 0.54
H -2.18 -2.00 0.50
H -2.82 1.93 0.21
H 0.27 -2.53 0.89
N -2.20 1.12 -0.13
N 1.39 0.73 0.47
H 2.19 -0.74 1.41
C 1.35 -0.63 0.84
C -0.96 0.92 -0.33
```

Here are the Mulliken charges for atoms 1 to 2, given in e: 0.46, 0.30